Entry 1:
# H60O30

30 unconnected molecules or ions with the total composition H60O30 at a distorted geometry (ωB97M-V with the def2-TZVPD basis set, the Open Molecules 2025 dataset).

Values from the calculation:
LUMO level ... -0.1 eV

The geometry in ORCA input format:
```
! wB97M-V def2-TZVPD RIJCOSX def2/J DEFGRID3
* xyz 0 1
O 0.056 -2.247 1.160
H 0.434 -2.617 1.979
H -0.907 -2.273 1.266
O 2.191 3.038 1.032
H 2.283 3.167 0.048
H 2.991 3.407 1.451
O -5.158 0.395 0.963
H -4.249 0.380 0.651
H -5.615 -0.262 0.408
O 4.573 -3.060 -1.330
H 5.020 -2.337 -0.872
H 5.234 -3.498 -1.894
O -1.028 -3.210 3.785
H -2.000 -3.282 3.646
H -0.945 -2.374 4.309
O 1.759 3.024 -4.457
H 1.479 2.240 -4.943
H 0.981 3.539 -4.275
O -0.270 4.752 -3.501
H -0.774 5.535 -3.734
H -0.914 4.150 -3.066
O 3.147 3.362 -1.817
H 2.777 3.166 -2.739
H 3.570 4.209 -1.904
O -0.640 2.925 1.454
H -0.613 1.964 1.385
H 0.325 3.070 1.190
O 0.095 1.221 -5.992
H -0.687 0.849 -5.546
H 0.556 0.471 -6.368
O -2.464 0.473 0.121
H -2.626 1.102 -0.583
H -1.478 0.351 0.092
O -1.743 2.964 4.166
H -1.117 3.048 3.422
H -1.960 3.810 4.517
O 4.179 2.836 2.812
H 4.909 2.196 2.909
H 3.476 2.423 3.361
O -4.196 -1.402 3.452
H -3.589 -0.871 3.976
H -5.064 -1.016 3.574
O 3.297 0.103 0.307
H 2.877 0.955 0.570
H 2.793 -0.205 -0.462
O 0.824 0.304 -2.475
H -0.010 0.222 -2.967
H 1.142 -0.631 -2.419
O 0.711 -2.772 -4.798
H -0.192 -2.784 -4.415
H 1.281 -2.751 -4.028
O -2.773 -2.015 1.054
H -2.715 -1.145 0.603
H -3.006 -1.893 1.998
O -1.938 0.369 -3.627
H -2.495 -0.418 -3.594
H -2.426 1.105 -3.244
O 0.035 0.382 0.201
H 0.386 0.341 -0.657
H 0.280 -0.483 0.589
O 2.029 -4.135 4.342
H 2.073 -5.013 3.974
H 1.207 -4.053 4.829
O -2.351 -4.387 -0.976
H -2.395 -3.962 -0.107
H -1.758 -5.137 -0.873
O 3.326 -5.276 0.698
H 2.772 -5.123 -0.076
H 3.992 -4.592 0.606
O 1.530 1.630 3.637
H 1.322 1.543 2.696
H 0.741 1.951 4.094
O -2.875 3.509 0.085
H -3.446 2.973 0.671
H -1.956 3.298 0.346
O -2.546 -2.540 -3.541
H -2.706 -3.068 -2.746
H -3.040 -2.965 -4.253
O 4.533 -0.689 2.607
H 4.223 -1.582 2.760
H 4.068 -0.450 1.791
O 1.852 -2.240 -1.555
H 1.384 -2.442 -0.735
H 2.775 -2.575 -1.491
O -1.702 0.108 4.768
H -1.717 1.077 4.923
H -0.853 -0.009 4.301
O -3.463 2.929 -2.614
H -3.552 3.669 -3.215
H -3.537 3.251 -1.692
*
```


Entry 2:
# C25H41N3NiP

A molecular structure, C25H41N3NiP at a distorted geometry (ωB97M-V with the def2-TZVPD basis set, the Open Molecules 2025 dataset).

Values from the calculation:
LUMO level (spin up / spin down) ... -1.9 / -4.3 eV

The geometry in ORCA input format:
```
! wB97M-V def2-TZVPD RIJCOSX def2/J DEFGRID3
* xyz 1 3
Ni -0.550 -1.174 -0.087
C 4.547 -1.213 -0.775
C 3.112 -1.320 -1.276
C 2.877 -0.356 -2.437
P 1.752 -1.070 -0.013
C 2.331 -1.928 1.536
C 2.609 -3.406 1.295
C 1.221 -1.729 2.569
C 1.891 0.667 0.525
C 3.028 1.242 1.050
C 3.054 2.573 1.466
C 4.294 3.165 2.050
C 1.884 3.333 1.331
C 0.731 2.782 0.837
C 0.684 1.418 0.447
N -0.455 0.808 0.096
C -1.642 1.537 0.005
C -1.942 2.287 -1.146
C -0.936 2.386 -2.251
C -3.184 2.891 -1.235
C -4.122 2.809 -0.210
C -5.477 3.421 -0.376
C -3.786 2.107 0.942
C -2.568 1.463 1.060
C -2.190 0.687 2.286
H 5.218 -1.592 -1.542
H 4.712 -1.793 0.128
H 4.817 -0.179 -0.587
H 2.942 -2.342 -1.641
H 3.041 0.674 -2.119
H 1.858 -0.440 -2.815
H 3.568 -0.576 -3.249
H 3.242 -1.436 1.888
H 1.682 -3.955 1.145
H 3.110 -3.840 2.158
H 3.247 -3.555 0.427
H 0.242 -1.943 2.113
H 1.205 -0.703 2.933
H 1.357 -2.392 3.421
H 3.924 0.652 1.164
H 5.034 2.396 2.260
H 4.067 3.692 2.975
H 4.733 3.889 1.363
H 1.885 4.366 1.648
H -0.177 3.362 0.775
H -0.509 1.406 -2.464
H -0.119 3.050 -1.967
H -1.399 2.781 -3.149
H -3.437 3.436 -2.133
H -5.418 4.341 -0.951
H -5.936 3.631 0.587
H -6.124 2.727 -0.914
H -4.490 2.053 1.761
H -3.064 0.438 2.879
H -1.503 1.273 2.900
H -1.668 -0.234 1.993
N -2.724 -1.319 -0.483
C -3.136 -1.970 -1.733
C -2.798 -3.458 -1.748
C -1.302 -3.742 -1.694
N -0.716 -3.319 -0.415
H -3.212 -1.775 0.289
H -3.050 -0.351 -0.502
H -2.617 -1.468 -2.553
H -4.219 -1.860 -1.888
H -3.197 -3.893 -2.664
H -3.299 -3.953 -0.913
H -0.792 -3.200 -2.492
H -1.146 -4.818 -1.851
H 0.239 -3.675 -0.372
H -1.235 -3.766 0.342
*
```


Computed values of energy relative to the best compared isomer or geometry (same formula, charge and spin) (unit: kcal per mole) for the preceding records, in sequence: 27.6; 4.5.